73
Properties=species:S:1:pos:R:3 method="wB97M-V/def2-TZVPD" multiplicity=1 homo_energy_ev="-9.589 / -9.615" fmax_ev_per_a=1.91 energy_ev=-89967.78093 total_charge=+1 lumo_ev="-3.370 / -3.379" e_above_lowest_kcal_mol=66.1 orbital_gap_ev="6.22 / 6.24"
Ru -1.2429 -0.5362 0.5788
S -1.6285 -0.9573 -2.1444
S -2.4350 -3.0571 0.4862
S 0.3532 -1.4569 2.2494
S 0.6636 -3.9183 -1.5639
O 3.8800 -0.8331 -1.4045
O 0.3250 0.9764 0.0932
O -1.6137 0.6518 2.4662
N 2.4266 1.2010 -2.1542
N -6.7439 -0.0794 1.2160
N -5.5284 0.1528 0.6515
N -0.5154 0.8862 3.1576
N -3.4841 0.0942 0.3410
N -5.3560 1.0634 -0.2777
N -4.4479 -0.4525 1.0441
C -1.3929 -4.5562 0.2713
C -0.4890 3.3994 -2.5291
C 4.0611 0.2912 -0.6697
C -2.4137 -2.6044 -2.2982
C 0.1134 -4.3446 0.1242
C 0.1090 -1.3577 -2.5646
C -4.0449 1.0084 -0.4584
C 1.6306 0.2747 3.9404
C 3.3078 2.5561 -0.3053
C 0.5104 -0.0032 3.1591
C 5.1369 1.6750 0.9654
C -1.2445 2.7229 0.0652
C 4.5783 -2.0063 -1.0074
C 0.8791 -2.1058 -1.4884
C 1.7042 1.4273 4.6908
C 4.2723 2.7163 0.6730
C -3.2888 -2.9671 -1.1169
C -0.1646 1.9897 -0.5147
C -0.4523 2.0193 3.8848
C 0.6379 2.3194 4.6584
C 1.3369 1.8385 -2.5545
C -1.8886 3.7129 -0.6160
C 3.2135 1.3566 -0.9933
C 5.0212 0.4571 0.3132
C 0.2805 2.4171 -1.8360
C -1.5323 4.0394 -1.9434
H -3.7587 -3.9353 -1.2923
H -1.5821 -5.1409 1.1719
H 5.6586 -1.8870 -1.1133
H -3.0230 -2.5745 -3.2025
H -1.6093 -3.3219 -2.4275
H -2.7003 4.2562 -0.1468
H -3.5031 1.6122 -1.1630
H -6.7983 -0.9910 1.6420
H 5.6946 -0.3513 0.5622
H 0.5614 -1.7754 -0.4998
H 4.3346 -2.2666 0.0253
H 2.4331 -0.4459 3.9246
H 5.9206 1.8075 1.6987
H 1.2752 1.9257 -3.6359
H -1.7896 -5.0971 -0.5868
H 2.5789 1.6381 5.2902
H 0.6175 -5.2868 0.3409
H 4.3616 3.6625 1.1889
H -2.0904 4.7955 -2.4775
H 2.8888 0.6237 -2.8451
H -7.4944 0.1760 0.5947
H 1.9437 -1.8996 -1.5860
H -4.0764 -2.2295 -0.9612
H 4.2395 -2.7924 -1.6772
H -0.1862 3.6565 -3.5378
H 0.1017 -1.8966 -3.5126
H 0.5566 -0.3768 -2.7217
H 0.4832 -3.5904 0.8159
H 0.6413 3.2305 5.2379
H 2.6602 3.3779 -0.5791
H -1.5464 2.4369 1.0667
H -1.3268 2.6487 3.8169


12
Properties=species:S:1:pos:R:3 method="wB97M-V/def2-TZVPD" multiplicity=2 homo_energy_ev="-15.423 / -15.357" fmax_ev_per_a=8.51 energy_ev=-5739.80952 s_squared=0.762 total_charge=+1 lumo_ev="-6.061 / -8.204" e_above_lowest_kcal_mol=76.2 orbital_gap_ev="9.36 / 7.15"
N 0.2005 1.0439 -1.1324
C 0.0557 0.3261 0.0524
C -0.4296 -0.8690 0.1005
C 0.1476 2.3611 -1.3327
C 0.0875 -1.9977 1.0312
H 0.0660 0.8882 0.9878
H -1.1143 -0.8905 -0.6708
H 1.0175 -2.5289 0.5643
H -0.5458 -2.7665 1.4134
H 0.1504 2.7207 -2.3826
H 0.3996 -1.4150 1.9129
H -0.0351 3.1275 -0.5441


8
Properties=species:S:1:pos:R:3 method="wB97M-V/def2-TZVPD" multiplicity=3 homo_energy_ev="-10.352 / -11.609" fmax_ev_per_a=2.72 energy_ev=-10569.02544 s_squared=2.040 total_charge=+1 lumo_ev="-5.146 / -5.621" e_above_lowest_kcal_mol=35.2 orbital_gap_ev="5.21 / 5.99"
Hg -0.3781 3.0547 0.2967
O -0.0336 1.0025 -0.9535
O 0.0454 -1.8209 1.0589
C 0.1572 -0.8929 0.3509
C 0.6438 -0.0308 -0.6145
Li -0.7556 -3.2688 2.1575
H 1.6880 -0.1794 -0.9267
H -1.3672 2.1357 -1.3693


12
Properties=species:S:1:pos:R:3 method="wB97M-V/def2-TZVPD" multiplicity=3 homo_energy_ev="-12.149 / -14.993" fmax_ev_per_a=11.84 energy_ev=-6754.75212 s_squared=2.007 total_charge=+1 lumo_ev="-3.411 / -8.577" e_above_lowest_kcal_mol=142.2 orbital_gap_ev="8.74 / 6.42"
N -1.6770 -0.2044 0.5913
C 0.8813 -0.0524 0.2254
C -2.7634 0.6469 0.1593
C -0.2806 -0.0144 0.3866
C 2.2493 -0.0012 -0.1843
C -2.4490 -0.3142 -0.6507
H 2.4432 1.0162 -0.0913
H 2.8150 -0.5046 0.6225
H -3.2229 1.5394 0.6788
H -2.3659 -0.9472 -1.4110
H 2.4448 -0.4840 -1.1599
H -1.6843 -0.9399 1.3435


17
Properties=species:S:1:pos:R:3 method="wB97M-V/def2-TZVPD" multiplicity=1 homo_energy_ev=-9.725 fmax_ev_per_a=4.32 energy_ev=-14514.88579 total_charge=0 lumo_ev=0.271 e_above_lowest_kcal_mol=21.0 orbital_gap_ev=10.00
O 1.5870 -1.3162 0.6291
O -2.2158 -0.1035 -0.6790
O -1.3530 1.9642 -0.6024
O -0.1674 -0.1641 1.4366
O -0.5436 -1.9232 0.1627
C -0.0809 0.2804 -1.8815
C 0.2636 -1.1312 0.6656
C -1.3580 0.8257 -0.9643
C 0.7033 0.8499 1.9450
H 0.2778 1.7964 1.6139
H 1.7367 0.7860 1.6092
H -1.7148 -1.0981 -0.5252
H 0.6690 0.7901 3.0286
H -0.5538 0.3864 -2.8601
H 0.1748 -0.7856 -1.8518
H 1.7984 -2.0985 0.1028
H 0.7766 0.9414 -1.8291


17
Properties=species:S:1:pos:R:3 method="wB97M-V/def2-TZVPD" multiplicity=1 homo_energy_ev="-11.891 / -11.891" fmax_ev_per_a=3.57 energy_ev=-10348.69666 total_charge=+1 lumo_ev="-5.152 / -5.152" e_above_lowest_kcal_mol=90.5 orbital_gap_ev="6.74 / 6.74"
O -1.4203 -1.3161 -0.4801
N 0.1436 0.7977 2.5710
N 0.7612 2.3017 1.0903
C 0.3496 -1.3345 -1.9695
C -1.2561 -0.1371 -0.9948
C -0.0690 -0.0663 -1.7933
C -0.4461 -2.1936 -1.0436
C 0.1393 1.1914 1.3161
H 1.4981 2.5886 1.7440
H -0.7226 -3.2060 -1.4360
H 1.2745 -1.5561 -2.5056
H 0.3184 -2.5443 -0.2270
H 0.2307 0.8545 -2.1413
H 0.5879 1.3992 3.3578
H 0.0877 -0.1426 2.8233
H 0.4667 2.8521 0.2666
H -1.9436 0.5113 -0.5780


15
Properties=species:S:1:pos:R:3 method="wB97M-V/def2-TZVPD" multiplicity=1 homo_energy_ev=-8.466 fmax_ev_per_a=5.07 energy_ev=-16091.99458 total_charge=0 lumo_ev=0.987 e_above_lowest_kcal_mol=20.5 orbital_gap_ev=9.45
P -0.3326 -0.8739 1.4775
N 0.3754 0.0555 0.2245
C 1.7565 0.4919 -1.3484
C 0.4636 1.4173 0.0836
C -1.9436 -1.4510 0.7763
C 1.1297 -0.5364 -0.7621
C 1.3943 1.7654 -0.8305
H 2.2756 0.3842 -2.3374
H 1.7397 2.7665 -1.0072
H -2.6866 -1.4402 1.6555
H -2.0931 -0.7983 -0.1084
H -2.1455 -2.4456 0.5143
H -0.3513 2.0208 0.4101
H -0.8041 0.2469 2.0855
H 1.2221 -1.6031 -0.8334


11
Properties=species:S:1:pos:R:3 method="wB97M-V/def2-TZVPD" multiplicity=1 homo_energy_ev=-7.392 fmax_ev_per_a=4.26 energy_ev=-7293.08498 total_charge=0 lumo_ev=-4.795 e_above_lowest_kcal_mol=244.3 orbital_gap_ev=2.60
O 1.6471 0.2346 0.1789
O 3.9509 -0.0972 -0.0719
C -2.8097 0.8177 0.7720
C -2.5550 -0.9880 -0.9728
C -2.2332 -0.0861 -0.1175
H 1.6473 0.4908 1.1265
H -1.7773 -1.6341 -1.5030
H 2.7476 0.0500 -0.0550
H -3.8282 0.8133 0.2868
H 4.3147 -0.9350 0.0093
H -2.2996 1.6542 1.1889


Please write out number 2 again, unchanged.
12
Properties=species:S:1:pos:R:3 method="wB97M-V/def2-TZVPD" multiplicity=2 homo_energy_ev="-15.423 / -15.357" fmax_ev_per_a=8.51 energy_ev=-5739.80952 s_squared=0.762 total_charge=+1 lumo_ev="-6.061 / -8.204" e_above_lowest_kcal_mol=76.2 orbital_gap_ev="9.36 / 7.15"
N 0.2005 1.0439 -1.1324
C 0.0557 0.3261 0.0524
C -0.4296 -0.8690 0.1005
C 0.1476 2.3611 -1.3327
C 0.0875 -1.9977 1.0312
H 0.0660 0.8882 0.9878
H -1.1143 -0.8905 -0.6708
H 1.0175 -2.5289 0.5643
H -0.5458 -2.7665 1.4134
H 0.1504 2.7207 -2.3826
H 0.3996 -1.4150 1.9129
H -0.0351 3.1275 -0.5441


Please write out number 7 again, unchanged.
15
Properties=species:S:1:pos:R:3 method="wB97M-V/def2-TZVPD" multiplicity=1 homo_energy_ev=-8.466 fmax_ev_per_a=5.07 energy_ev=-16091.99458 total_charge=0 lumo_ev=0.987 e_above_lowest_kcal_mol=20.5 orbital_gap_ev=9.45
P -0.3326 -0.8739 1.4775
N 0.3754 0.0555 0.2245
C 1.7565 0.4919 -1.3484
C 0.4636 1.4173 0.0836
C -1.9436 -1.4510 0.7763
C 1.1297 -0.5364 -0.7621
C 1.3943 1.7654 -0.8305
H 2.2756 0.3842 -2.3374
H 1.7397 2.7665 -1.0072
H -2.6866 -1.4402 1.6555
H -2.0931 -0.7983 -0.1084
H -2.1455 -2.4456 0.5143
H -0.3513 2.0208 0.4101
H -0.8041 0.2469 2.0855
H 1.2221 -1.6031 -0.8334